117
Properties=species:S:1:pos:R:3 method="wB97M-V/def2-TZVPD" homo_lumo_gap_ev=3.72 spin_multiplicity=1 homo_ev=-8.420 charge=+1 lumo_ev=-4.70
C -2.17964 -4.10659 -3.66816
N -2.83924 -4.36618 -2.38737
C -2.50787 -5.65490 -1.78494
C -3.74990 -3.55302 -1.89220
C -4.70949 -3.97094 -0.87703
C -4.30016 -4.44984 0.38701
C -5.22500 -4.84987 1.33777
C -6.58701 -4.76455 1.05331
C -7.57379 -5.10931 2.13380
F -8.78332 -4.49929 1.95483
F -7.81364 -6.45914 2.18632
F -7.12635 -4.73812 3.37560
C -7.02779 -4.37105 -0.20932
C -6.09726 -3.97364 -1.15878
H -1.13660 -4.44127 -3.60024
H -2.65700 -4.67447 -4.48427
H -2.23241 -3.04004 -3.91074
H -1.88505 -6.19110 -2.50505
H -1.94238 -5.51996 -0.85620
H -3.40315 -6.24782 -1.57013
H -3.92183 -2.62159 -2.44698
H -3.23701 -4.50959 0.61434
H -4.89013 -5.21890 2.30523
H -8.09252 -4.35238 -0.43249
H -6.43185 -3.67742 -2.15345
C -1.69835 2.80140 1.02019
C -1.97277 3.25649 -0.40618
C -3.39556 3.82866 -0.38996
C -1.07805 4.43556 -0.77958
C -1.82336 2.06808 -1.41061
C -3.01432 1.53521 -1.90854
C -3.03369 0.82175 -3.09828
C -1.82899 0.54063 -3.72196
C -0.60642 0.71224 -3.06553
C 0.59864 0.00590 -3.77217
C 1.67452 -0.47715 -2.81771
C 1.19564 0.93926 -4.83343
C 0.16861 -1.28049 -4.49783
C -0.58663 1.51873 -1.88418
N 0.65470 1.76448 -1.16075
C 1.77251 2.54368 -1.70027
C 2.92781 2.22674 -0.77956
N 2.31209 1.54556 0.37057
C 3.08837 1.40454 1.59822
C 3.32598 2.56599 2.41421
C 2.81114 4.03550 2.22036
C 2.58658 4.72250 3.58214
C 1.48175 4.16030 1.50069
C 3.89317 4.85234 1.50221
C 4.17478 2.44736 3.51390
C 4.66185 1.22758 3.94783
C 4.52073 0.13852 3.11177
C 3.77910 0.19346 1.93007
C 3.97869 -1.10224 1.08461
C 3.91475 -2.35468 1.97531
C 5.37297 -1.03832 0.44599
C 2.94599 -1.29958 0.00767
C 1.01650 1.17302 0.03807
C 0.17654 0.20870 0.59421
C 0.26892 -0.26683 1.94626
C 0.69339 0.56540 3.01338
C 0.98727 0.02245 4.25783
C 0.76338 -1.34020 4.49786
C 0.19497 -2.14108 3.49835
C -0.06357 -1.61394 2.23757
H -0.68452 2.40760 1.11573
H -1.82086 3.64512 1.71494
H -2.38687 1.99735 1.30659
H -3.72000 4.12696 -1.39174
H -4.11372 3.12213 0.03541
H -3.40912 4.72474 0.24306
H -1.39655 4.86096 -1.74000
H -1.16353 5.21724 -0.01107
H -0.03052 4.14932 -0.86613
H -3.96221 1.74391 -1.41431
H -3.97838 0.51538 -3.54631
H -1.85014 0.12517 -4.72918
H 1.25433 -1.15635 -2.06686
H 2.43654 -1.03685 -3.38269
H 2.19166 0.34477 -2.32570
H 0.52775 1.00759 -5.70037
H 1.35405 1.95727 -4.46313
H 2.16080 0.54264 -5.17567
H -0.46675 -1.09648 -5.36975
H 1.06438 -1.79534 -4.87098
H -0.34311 -1.97234 -3.81885
H 1.96298 2.27473 -2.74449
H 1.54839 3.62207 -1.68749
H 3.68075 1.56398 -1.24424
H 3.46461 3.12714 -0.45989
H 3.52597 4.96983 4.08667
H 2.05780 5.67255 3.43454
H 1.97802 4.10017 4.24792
H 1.48478 3.65576 0.53691
H 0.65654 3.76879 2.10769
H 1.26232 5.22412 1.31413
H 4.20962 4.39959 0.55832
H 3.52081 5.86287 1.28963
H 4.77875 4.93796 2.14186
H 4.46550 3.33104 4.07896
H 5.19485 1.13616 4.89309
H 5.06017 -0.77113 3.37127
H 3.04243 -2.32187 2.63726
H 3.83147 -3.25017 1.34739
H 4.82015 -2.47650 2.57880
H 5.47225 -0.15119 -0.19153
H 6.14832 -0.99361 1.21952
H 5.54874 -1.92942 -0.16949
H 2.92833 -0.44224 -0.65949
H 3.18427 -2.19403 -0.58751
H 1.94814 -1.43921 0.43642
H -0.57063 -0.22812 -0.06342
H 0.78544 1.63876 2.82989
H 1.39451 0.65835 5.04616
H 1.01212 -1.76687 5.47134
H -0.04544 -3.18376 3.70634
H -0.50446 -2.21309 1.43687

127
Properties=species:S:1:pos:R:3 method="wB97M-V/def2-TZVPD" homo_lumo_gap_ev=5.01 spin_multiplicity=1 homo_ev=-3.223 charge=-1 lumo_ev=1.79
Cs 0.47382 -0.59375 1.03363
C 2.78102 -3.77265 0.37270
C 1.72343 -4.72920 -0.16940
O 0.89765 -4.06020 -1.08822
C -0.20814 -4.81536 -1.51410
C -1.32927 -4.92431 -0.48569
O -1.83607 -3.64119 -0.21636
C -2.44766 -3.49620 1.04177
C -1.54448 -3.85253 2.21971
O -0.30290 -3.20807 2.01071
C 0.74934 -3.69649 2.81141
C 2.00768 -2.89111 2.49873
O 2.26799 -2.69464 1.11862
H 3.32907 -3.32335 -0.45916
H 3.49253 -4.33992 0.99144
H 1.13474 -5.14392 0.65062
H 2.23491 -5.57133 -0.67026
H 0.11060 -5.83022 -1.80984
H -0.57435 -4.31447 -2.40320
H -0.94680 -5.39946 0.42082
H -2.12323 -5.58695 -0.87418
H -3.37482 -4.09167 1.09660
H -2.72737 -2.44360 1.10688
H -1.37231 -4.93470 2.32268
H -2.00973 -3.49985 3.15092
H 0.88706 -4.77334 2.61488
H 0.51572 -3.56668 3.87696
H 2.86922 -3.38296 2.97514
H 1.93472 -1.88369 2.92602
Ge -1.38263 1.12243 3.32446
C -1.51243 -0.60527 4.40538
C -0.36813 -1.10171 5.01769
C -0.40092 -2.21488 5.83870
C -1.58918 -2.89210 6.05901
C -2.74072 -2.42982 5.44133
C -2.69411 -1.30573 4.63209
C -3.33972 1.46964 2.98818
C -4.00408 2.58057 3.49921
C -5.29135 2.91646 3.11565
C -5.97384 2.13068 2.20211
C -5.33624 1.01782 1.67590
C -4.04320 0.71412 2.05944
H -1.24453 2.08211 4.59015
H 0.57965 -0.60413 4.85632
H 0.51642 -2.54966 6.31471
H -1.61564 -3.76108 6.70714
H -3.69104 -2.93254 5.59636
H -3.61682 -0.94786 4.18533
H -3.50174 3.21498 4.22245
H -5.75874 3.79817 3.54148
H -6.98375 2.38607 1.90105
H -5.84343 0.38853 0.94935
H -3.56078 -0.14148 1.58956
N -1.67234 1.70493 -0.31492
C -1.70924 2.73793 0.18269
C -1.72490 3.98721 0.86793
C -0.65648 4.24093 1.73624
C -0.66218 5.42004 2.46333
C -1.70861 6.31953 2.31867
C -2.76059 6.05432 1.45311
C -2.78032 4.88209 0.72221
H 0.12366 3.50724 1.85330
H 0.15029 5.61608 3.14863
H -1.70878 7.23566 2.89482
H -3.57679 6.75699 1.35729
H -3.60569 4.65268 0.06561
O 3.97362 0.58979 1.95913
C 3.13089 0.71061 2.86293
O 1.93766 0.33418 2.82090
C 3.57244 1.37270 4.16779
C 4.92397 1.56368 4.44402
C 5.31959 2.16706 5.62409
C 4.36467 2.60199 6.53215
C 3.02033 2.42578 6.25537
C 2.62574 1.80895 5.07902
H 5.63425 1.22620 3.70262
H 6.37461 2.30128 5.83456
H 4.67103 3.08377 7.45444
H 2.27165 2.76970 6.95742
H 1.57782 1.66702 4.85138
Cl 1.79424 2.20232 -0.48506
C 2.79834 0.78417 -0.91746
C 2.27767 -0.12013 -2.01052
O 2.73663 -1.23525 -2.12627
O 1.35231 0.41260 -2.76046
H 2.99331 0.22418 -0.00064
H 3.76292 1.16117 -1.26598
C 3.11931 1.17547 -5.82729
C 2.09386 0.04107 -5.67715
C 1.37654 -0.08159 -7.03993
C 2.90378 -1.24069 -5.46328
Si 0.75470 0.45422 -4.35719
C 0.18428 2.27680 -4.47388
C -0.26726 2.70815 -5.86785
C 1.27209 3.25728 -3.99843
C -0.99804 2.46746 -3.51008
C -0.70506 -0.80850 -4.31012
C -1.80303 -0.50476 -5.33225
C -0.17493 -2.21852 -4.58255
C -1.36866 -0.85120 -2.92625
H 3.86914 0.87459 -6.55973
H 3.64630 1.39606 -4.89956
H 2.67703 2.10428 -6.18040
H 2.13494 -0.20581 -7.81690
H 0.78585 0.79624 -7.30651
H 0.72767 -0.95068 -7.08911
H 3.64059 -1.30301 -6.26521
H 2.29842 -2.14683 -5.51202
H 3.42185 -1.25958 -4.50797
H 0.55839 2.77777 -6.57368
H -0.71717 3.70008 -5.79762
H -1.01832 2.04587 -6.30130
H 2.19306 3.23547 -4.57387
H 1.51231 3.09906 -2.95419
H 0.86947 4.26800 -4.08672
H -1.90142 1.93674 -3.81440
H -1.24584 3.53042 -3.47732
H -0.75324 2.15509 -2.50069
H -1.43334 -0.45794 -6.35534
H -2.31835 0.43209 -5.12048
H -2.56055 -1.29292 -5.30035
H 0.14369 -2.37625 -5.61376
H -0.98258 -2.92601 -4.38539
H 0.66238 -2.47198 -3.92996
H -1.78874 0.09527 -2.58842
H -0.67298 -1.18565 -2.15752
H -2.17324 -1.58641 -2.95654

127
Properties=species:S:1:pos:R:3 method="wB97M-V/def2-TZVPD" homo_lumo_gap_ev="6.26 / 5.58" spin_multiplicity=5 homo_ev="-9.526 / -10.504" charge=+1 lumo_ev="-3.26 / -4.92"
Pt 0.12490 0.00280 -0.09630
C 4.17860 -6.63770 0.20950
C 4.60290 -5.18040 0.43420
C 5.87000 -4.88810 -0.38850
C 4.93620 -5.00210 1.91920
C 3.50850 -4.24030 -0.03620
C 3.06780 -3.18650 0.74510
C 2.15660 -2.26250 0.24120
N 1.74140 -1.13910 0.86330
C 2.20930 -0.65360 2.03700
C 3.50550 -0.75630 2.52380
C 3.82520 -0.32710 3.80860
C 2.77520 0.14160 4.61580
C 1.49160 0.35940 4.16080
C 1.21250 0.10840 2.77770
O 0.15710 0.47760 2.16600
C 0.37460 0.84350 5.07140
C 0.77210 0.81790 6.55050
C -0.85490 -0.06210 4.89270
C 0.02550 2.28860 4.68300
C 5.25560 -0.45900 4.30210
C 5.51860 0.36360 5.56600
C 6.23230 0.02330 3.21620
C 5.52130 -1.93950 4.62770
C 1.45960 -2.53600 -1.00200
O 0.45340 -1.82250 -1.30440
C 1.93710 -3.61380 -1.81550
C 2.96280 -4.38780 -1.32660
C 1.29190 -3.83910 -3.16740
C -0.17430 -4.22840 -2.93610
C 1.98670 -4.94130 -3.96770
C 1.34850 -2.54780 -3.99430
H 4.95550 -7.30800 0.56700
H 4.01660 -6.85230 -0.84180
H 3.26230 -6.85470 0.75200
H 6.67270 -5.55070 -0.07410
H 6.19490 -3.86030 -0.23970
H 5.69470 -5.04310 -1.44960
H 5.72050 -5.69970 2.20420
H 4.06560 -5.19860 2.54210
H 5.30450 -3.99870 2.11770
H 3.41060 -3.07580 1.75680
H 4.26470 -1.16230 1.87460
H 2.98470 0.36260 5.64520
H 1.09780 -0.17520 6.85160
H -0.09010 1.08770 7.15550
H 1.55940 1.53820 6.75890
H -0.60830 -1.08370 5.17400
H -1.19610 -0.05830 3.86170
H -1.66980 0.28360 5.52500
H 0.87800 2.93960 4.85760
H -0.80820 2.64460 5.28050
H -0.24490 2.34760 3.63450
H 5.27510 1.41020 5.40420
H 6.57160 0.29790 5.82870
H 4.95000 -0.00920 6.41290
H 6.00010 1.04850 2.93620
H 6.19640 -0.59220 2.32230
H 7.25060 -0.00950 3.59520
H 4.82810 -2.29120 5.38860
H 6.53380 -2.06140 5.00490
H 5.40930 -2.56600 3.74740
H 3.35080 -5.17510 -1.94810
H -0.25320 -5.08340 -2.26680
H -0.63840 -4.48680 -3.88460
H -0.70730 -3.38740 -2.50400
H 1.91240 -5.90360 -3.46490
H 3.03410 -4.69730 -4.13280
H 1.50990 -5.03340 -4.94130
H 0.89190 -1.72100 -3.46200
H 0.80530 -2.68810 -4.92460
H 2.37720 -2.29090 -4.23240
S -1.60020 2.94160 1.40250
C -3.00930 1.97610 1.81920
C -3.91080 1.95650 2.85640
C -4.98030 1.06380 2.73090
C -5.95950 1.02370 3.75320
N -6.73650 1.00840 4.59280
C -5.11900 0.22630 1.60270
C -4.16580 0.23290 0.57830
C -3.11800 1.10990 0.72070
S -1.75640 1.65890 -0.28630
C -6.26250 -0.60480 1.49350
N -7.18860 -1.26980 1.38960
H -3.82270 2.60410 3.71420
H -4.27070 -0.41800 -0.27500
O 0.12050 0.64670 -2.40780
P 0.09840 1.98370 -3.04000
N 0.24160 3.13390 -1.80950
C 1.43840 2.90770 -0.98070
C 1.81410 4.27610 -0.41950
C 1.31520 5.22660 -1.50570
C -0.00490 4.57100 -1.90200
N 1.41040 2.14690 -4.05130
C 2.03660 0.95440 -4.61200
C 3.27030 1.47670 -5.36650
C 3.19800 3.00620 -5.25410
C 1.73120 3.26630 -4.91410
N -1.30520 2.17350 -3.90550
C -1.67250 3.27530 -4.77530
C -3.04930 3.69160 -4.26280
C -3.69810 2.34700 -3.91570
C -2.51630 1.41600 -3.59460
H 2.25140 2.50150 -1.59380
H 1.20610 2.16590 -0.19260
H 2.88330 4.35950 -0.24030
H 1.28450 4.46750 0.51410
H 2.01000 5.23670 -2.34670
H 1.18130 6.24750 -1.15720
H -0.35310 4.86020 -2.89110
H -0.77910 4.84200 -1.17310
H 1.36390 0.42200 -5.29470
H 2.28880 0.28490 -3.78810
H 3.23070 1.16490 -6.40880
H 4.19340 1.10120 -4.93060
H 3.50050 3.49900 -6.17470
H 3.83570 3.36470 -4.44430
H 1.12430 3.25780 -5.82620
H 1.57910 4.21230 -4.39770
H -1.75160 2.91760 -5.80970
H -0.93830 4.07710 -4.73880
H -3.61890 4.25450 -4.99960
H -2.93050 4.30040 -3.36560
H -4.25790 1.96620 -4.77000
H -4.38350 2.43350 -3.07520
H -2.55390 0.50650 -4.20170
H -2.49400 1.10800 -2.54520

122
Properties=species:S:1:pos:R:3 method="wB97M-V/def2-TZVPD" homo_lumo_gap_ev=2.94 spin_multiplicity=1 homo_ev=-0.026 charge=-2 lumo_ev=2.91
Na -1.92762 -2.31442 0.79277
C -5.23013 -0.60167 0.90203
O -3.84433 -0.63543 0.60696
C -3.34198 0.57132 0.29615
C -3.23271 1.00064 -1.03089
C -3.26534 0.06566 -2.22331
C -1.86228 -0.23661 -2.77369
C -1.34371 0.44426 -3.84833
C -0.08990 0.26493 -4.35205
C 0.67054 -0.75792 -3.73198
C 0.24920 -1.46784 -2.64998
C 1.20922 -2.58747 -2.01856
C 2.13805 -2.19891 -0.83852
C 3.18543 -1.38854 -1.12105
C 4.11102 -0.96055 -0.17421
C 3.55125 -0.82200 1.06031
C 2.41131 -1.63607 1.47344
C 1.84000 -1.57938 2.87273
C 0.95313 -0.40016 3.27402
C 1.44596 0.68880 3.99258
C 0.65243 1.82236 4.25909
C -0.68506 1.76565 3.91547
C -1.18772 0.71074 3.19072
C -2.63274 0.80314 2.67240
C -2.85292 1.40474 1.30406
C -2.45381 2.68448 1.06084
C -2.44502 3.20576 -0.24682
C -2.74822 2.31293 -1.25322
C -2.16597 4.73754 -0.48065
C -0.81344 4.81928 -1.32620
C -2.05850 5.52443 0.84128
C -3.24135 5.45321 -1.34710
C -0.38895 -0.42003 2.84739
O -0.87941 -1.42333 2.22449
C 1.27029 3.18468 4.73109
C 1.96640 2.99921 6.08078
C 2.33521 3.47641 3.64161
C 0.29849 4.39088 4.78215
C 1.77483 -2.35882 0.49492
O 3.30579 -8.45859 2.09267
C 3.51265 -7.13448 2.23509
C 5.47973 -0.58047 -0.50866
C 6.24245 -0.16382 0.85308
C 5.92049 -1.82335 -1.25260
C 5.82495 0.69142 -1.29777
C -1.01944 -1.19616 -2.05378
O -1.38699 -1.75455 -0.99155
C 0.44116 1.15667 -5.42110
C 1.75435 0.62352 -5.95340
C -0.53546 1.32377 -6.56741
C 0.61969 2.48669 -4.72296
H -5.49274 0.27035 1.49663
H -5.44942 -1.50634 1.50674
H -5.82622 -0.63987 -0.02430
H -3.80745 0.51744 -3.03943
H -3.73302 -0.89874 -1.99445
H -1.95881 1.22462 -4.25764
H 1.60894 -1.02084 -4.17211
H 1.78560 -2.85986 -2.89865
H 0.55956 -3.43080 -1.74291
H 3.38044 -1.12483 -2.15068
H 3.96852 -0.28821 1.91179
H 2.66179 -1.49498 3.60082
H 1.33135 -2.52225 3.07786
H 2.51542 0.72730 4.22063
H -1.31858 2.64533 4.08765
H -3.19474 1.36220 3.40649
H -2.97846 -0.22797 2.66501
H -2.10451 3.25938 1.90346
H -2.52664 2.66717 -2.27170
H -0.04292 4.23706 -0.81599
H -0.48239 5.85854 -1.43412
H -0.95418 4.41826 -2.33066
H -1.23223 5.14538 1.46993
H -2.98326 5.35695 1.43031
H -1.94685 6.58190 0.65280
H -3.34078 4.96333 -2.32754
H -2.94348 6.50518 -1.52416
H -4.25220 5.46676 -0.91698
H 2.62676 2.10595 6.05947
H 1.25409 2.82650 6.89234
H 2.56535 3.85352 6.38562
H 3.12262 2.72142 3.64318
H 2.81207 4.45519 3.75931
H 1.87394 3.44678 2.66336
H -0.54070 4.21367 5.46648
H -0.08215 4.60183 3.77816
H 0.83948 5.27455 5.09922
H 4.27079 -6.91345 3.05244
H 2.64860 -6.58975 2.53347
H 3.95780 -6.57733 1.38541
H 6.18852 -0.97646 1.58873
H 5.74974 0.70221 1.30265
H 7.30238 0.04538 0.67943
H 5.47401 -2.73728 -0.87387
H 6.98695 -1.93126 -1.41489
H 5.50105 -1.63725 -2.26471
H 5.47546 1.58596 -0.78030
H 5.38959 0.61320 -2.33586
H 6.89524 0.74282 -1.42318
H 1.63002 -0.39875 -6.29954
H 2.51743 0.63000 -5.19070
H 2.14154 1.26685 -6.76668
H -0.56802 0.37449 -7.11198
H -0.20015 2.10638 -7.23895
H -1.53029 1.55387 -6.19074
H 1.14706 2.31987 -3.77317
H -0.33982 2.92960 -4.45888
H 1.13530 3.20270 -5.33039
O -3.85026 -3.35444 5.38465
H -3.38678 -2.77214 6.02647
H -3.69987 -2.91017 4.53545
H 0.84515 -2.96869 0.68370
C -5.18755 -9.09644 -1.84658
C -5.33763 -7.99050 -0.85863
N -5.98645 -6.87611 -1.40189
O -4.93357 -7.98697 0.25682
H -6.09397 -9.25665 -2.44374
H -4.93807 -10.00384 -1.30007
H -4.36532 -8.76319 -2.49772
H -6.11474 -6.70786 -2.38485
H -5.96930 -6.02915 -0.83017